Entry 1:
# C32H44N6O3PS2SbSe4Tc

A structure of composition C32H44N6O3PS2SbSe4Tc (ωB97M-V/def2-TZVPD, the OMol25 dataset).

Results
- HOMO-LUMO gap (hartree) = 0.2065

```
! wB97M-V def2-TZVPD RIJCOSX def2/J DEFGRID3
* xyz 3 1
Tc -0.21 0.83 -0.09
C 3.96 -1.07 4.31
C 3.26 -2.15 3.48
C 4.18 -2.63 2.35
C 2.85 -3.34 4.37
C 2.04 -1.58 2.90
C 1.03 -1.11 2.43
H 4.94 -1.44 4.61
H 3.39 -0.82 5.21
H 4.10 -0.15 3.73
H 5.05 -3.11 2.78
H 4.52 -1.79 1.74
H 3.68 -3.35 1.71
H 3.74 -3.72 4.87
H 2.41 -4.14 3.79
H 2.14 -3.03 5.14
C -4.54 2.67 -2.35
N -4.47 1.13 -2.21
C -5.38 0.72 -1.03
N -5.02 1.41 0.15
C -5.10 2.86 -0.05
N -4.21 3.30 -1.12
C -2.79 3.18 -0.77
P -2.37 1.43 -0.43
C -3.05 0.68 -1.97
C -3.73 0.99 0.71
H -5.57 2.89 -2.63
H -3.86 2.95 -3.15
H -4.82 0.71 -3.07
H -5.28 -0.36 -0.92
H -6.39 0.97 -1.34
H -4.83 3.37 0.87
H -6.13 3.12 -0.31
H -2.60 3.79 0.12
H -2.15 3.57 -1.56
H -3.04 -0.41 -1.90
H -2.45 0.97 -2.83
H -3.58 1.48 1.68
H -3.74 -0.08 0.90
O -0.42 -0.91 -1.35
S 0.45 -2.16 -0.97
C 0.73 -2.99 -2.49
C -0.27 -3.15 -3.44
C 0.01 -3.85 -4.59
C 1.28 -4.39 -4.78
C 2.27 -4.23 -3.83
C 2.01 -3.52 -2.67
C -0.66 -3.24 -0.10
C -2.03 -3.17 -0.30
C -2.84 -4.05 0.40
C -2.28 -4.98 1.28
C -0.90 -5.03 1.45
C -0.08 -4.15 0.77
H -1.26 -2.73 -3.27
H -0.75 -3.99 -5.34
H 1.49 -4.95 -5.68
H 3.25 -4.66 -3.98
H 2.77 -3.38 -1.91
H -2.45 -2.46 -0.99
H -3.91 -4.03 0.26
H -2.91 -5.66 1.82
H -0.47 -5.75 2.13
H 0.99 -4.17 0.91
O -0.13 4.29 -0.46
C 0.17 3.94 0.65
C 0.53 4.89 1.76
C 0.74 4.00 2.95
C 0.43 2.63 2.44
O 0.39 1.65 3.21
N 0.18 2.59 1.09
H -0.29 5.60 1.88
H 1.41 5.47 1.46
H 0.08 4.21 3.80
H 1.76 3.99 3.34
S 0.18 1.90 -2.14
C 1.93 2.16 -2.29
N 2.40 3.36 -2.05
C 3.80 3.74 -2.29
C 4.67 2.51 -2.14
C 4.14 1.38 -3.01
N 2.71 1.18 -2.71
H 1.72 4.05 -1.74
H 4.06 4.50 -1.56
H 3.88 4.18 -3.28
H 4.70 2.19 -1.10
H 5.69 2.74 -2.44
H 4.65 0.44 -2.80
H 4.25 1.61 -4.07
H 2.25 0.33 -2.99
Se -2.12 -0.81 3.45
Sb -1.16 1.29 4.92
Se -0.54 -0.46 1.82
Se 0.19 0.34 6.50
Se -2.65 2.96 4.34
*
```

How positive or negative is each atom? The Löwdin charges in e answer that: atom 1 (Tc): 0.673, atom 2 (C): -0.025, atom 3 (C): -0.603, atom 4 (C): -0.032, atom 5 (C): -0.021, atom 6 (C): -0.022, atom 7 (C): -0.361, atom 8 (H): 0.101, atom 9 (H): 0.081, atom 10 (H): 0.090, atom 11 (H): 0.100, atom 12 (H): 0.088, atom 13 (H): 0.079, atom 14 (H): 0.103, atom 15 (H): 0.087, atom 16 (H): 0.093, atom 17 (C): -0.083, atom 18 (N): -0.056, atom 19 (C): -0.089, atom 20 (N): -0.130, atom 21 (C): -0.125, atom 22 (N): -0.129, atom 23 (C): -0.263, atom 24 (P): 0.874, atom 25 (C): -0.221, atom 26 (C): -0.287, atom 27 (H): 0.155, atom 28 (H): 0.153, atom 29 (H): 0.190, atom 30 (H): 0.149, atom 31 (H): 0.155, atom 32 (H): 0.146, atom 33 (H): 0.151, atom 34 (H): 0.108, atom 35 (H): 0.084, atom 36 (H): 0.090, atom 37 (H): 0.091, atom 38 (H): 0.054, atom 39 (H): 0.075, atom 40 (O): -0.745, atom 41 (S): 1.040, atom 42 (C): -0.400, atom 43 (C): -0.059, atom 44 (C): -0.038, atom 45 (C): -0.030, atom 46 (C): -0.043, atom 47 (C): -0.078, atom 48 (C): -0.425, atom 49 (C): -0.087, atom 50 (C): -0.047, atom 51 (C): -0.032, atom 52 (C): -0.031, atom 53 (C): -0.071, atom 54 (H): 0.109, atom 55 (H): 0.121, atom 56 (H): 0.125, atom 57 (H): 0.122, atom 58 (H): 0.111, atom 59 (H): 0.089, atom 60 (H): 0.118, atom 61 (H): 0.125, atom 62 (H): 0.124, atom 63 (H): 0.112, atom 64 (O): -0.001, atom 65 (C): -0.476, atom 66 (C): -0.052, atom 67 (C): -0.078, atom 68 (C): -0.504, atom 69 (O): -0.305, atom 70 (N): 0.003, atom 71 (H): 0.145, atom 72 (H): 0.141, atom 73 (H): 0.099, atom 74 (H): 0.151, atom 75 (S): 0.730, atom 76 (C): -0.659, atom 77 (N): 0.063, atom 78 (C): -0.117, atom 79 (C): -0.143, atom 80 (C): -0.125, atom 81 (N): 0.051, atom 82 (H): 0.124, atom 83 (H): 0.136, atom 84 (H): 0.141, atom 85 (H): 0.127, atom 86 (H): 0.136, atom 87 (H): 0.133, atom 88 (H): 0.139, atom 89 (H): 0.136, atom 90 (Se): 0.289, atom 91 (Sb): 0.280, atom 92 (Se): 0.525, atom 93 (Se): 0.163, atom 94 (Se): 0.116



Entry 2:
# C18H25N6O4Pd

A structure of composition C18H25N6O4Pd in a non-equilibrium geometry (ωB97M-V/def2-TZVPD, the OMol25 dataset).

Results
- HOMO-LUMO gap (alpha / beta) (hartree) = 0.1128 / 0.1151

```
! wB97M-V def2-TZVPD RIJCOSX def2/J DEFGRID3
* xyz -1 1
Pd -0.39 -1.27 -0.52
O 0.85 -1.85 -4.39
C 0.70 -1.70 -3.15
O -0.39 -1.31 -2.56
C 1.86 -2.02 -2.28
C 3.18 -2.25 -2.73
C 4.12 -2.72 -1.85
C 3.81 -2.92 -0.50
C 2.48 -2.72 -0.18
N 1.54 -2.21 -0.98
H 3.27 -2.12 -3.81
H 5.10 -2.92 -2.23
H 4.59 -3.31 0.17
H 2.09 -2.95 0.82
O 2.32 3.52 -4.24
C 1.11 4.22 -3.87
N 0.22 3.21 -3.35
C -1.08 3.43 -3.00
O -1.53 4.52 -3.37
C -1.74 2.44 -2.17
C -2.98 2.77 -1.62
C -3.38 2.05 -0.50
C -2.69 0.95 -0.10
N -1.59 0.52 -0.76
C -1.12 1.24 -1.80
H 3.01 4.23 -4.33
H 0.57 4.64 -4.76
H 1.23 4.93 -3.04
H 0.60 2.27 -3.28
H -3.58 3.58 -2.02
H -4.28 2.35 0.07
H -2.89 0.38 0.77
H -0.14 0.92 -2.27
C -1.84 -2.89 1.88
N -0.85 -2.11 2.74
C -0.55 -2.91 3.90
C -0.46 -0.81 2.57
N -0.02 -0.45 1.34
N -0.28 0.01 3.71
C 0.65 1.12 3.75
C -1.54 0.43 4.35
H -1.27 -3.63 1.27
H -2.38 -2.24 1.20
H -2.55 -3.35 2.52
H -0.73 -4.00 3.61
H -1.17 -2.64 4.76
H 0.58 -2.77 4.10
H 0.44 0.47 1.35
H 0.14 2.04 3.38
H 1.53 0.91 3.13
H 0.95 1.27 4.76
H -2.20 0.90 3.61
H -1.32 1.16 5.13
H -2.01 -0.46 4.76
*
```

How positive or negative is each atom? The Löwdin charges in e answer that: atom 1 (Pd): 0.581, atom 2 (O): -0.028, atom 3 (C): -0.596, atom 4 (O): -0.200, atom 5 (C): -0.188, atom 6 (C): -0.015, atom 7 (C): -0.098, atom 8 (C): -0.083, atom 9 (C): -0.160, atom 10 (N): 0.010, atom 11 (H): 0.110, atom 12 (H): 0.082, atom 13 (H): 0.098, atom 14 (H): 0.093, atom 15 (O): -0.061, atom 16 (C): -0.234, atom 17 (N): 0.051, atom 18 (C): -0.454, atom 19 (O): 0.022, atom 20 (C): -0.143, atom 21 (C): -0.040, atom 22 (C): -0.110, atom 23 (C): -0.171, atom 24 (N): -0.051, atom 25 (C): -0.073, atom 26 (H): 0.091, atom 27 (H): 0.130, atom 28 (H): 0.128, atom 29 (H): 0.127, atom 30 (H): 0.109, atom 31 (H): 0.099, atom 32 (H): 0.068, atom 33 (H): 0.111, atom 34 (C): -0.078, atom 35 (N): -0.180, atom 36 (C): -0.111, atom 37 (C): -0.419, atom 38 (N): 0.013, atom 39 (N): -0.191, atom 40 (C): -0.103, atom 41 (C): -0.085, atom 42 (H): 0.079, atom 43 (H): 0.044, atom 44 (H): 0.050, atom 45 (H): 0.094, atom 46 (H): 0.057, atom 47 (H): 0.108, atom 48 (H): 0.049, atom 49 (H): 0.094, atom 50 (H): 0.087, atom 51 (H): 0.066, atom 52 (H): 0.078, atom 53 (H): 0.076, atom 54 (H): 0.067



Entry 3:
# C5H8N2

An isolated molecule of C5H8N2 in a non-equilibrium geometry (ωB97M-V/def2-TZVPD, the OMol25 dataset).

Results
- HOMO-LUMO gap (hartree) = 0.3262
- SMILES = [H]/N=C/C(C)=C=CN

```
! wB97M-V def2-TZVPD RIJCOSX def2/J DEFGRID3
* xyz 0 1
H 0.86 2.84 -1.07
N 0.81 1.90 -0.70
C -0.41 1.54 -0.58
C -0.78 0.22 -0.01
C -2.23 -0.13 0.20
C 0.23 -0.58 0.24
C 1.30 -1.31 0.06
N 2.46 -1.51 0.81
H -1.26 2.20 -0.81
H -2.68 -0.48 -0.74
H -2.35 -0.94 0.93
H -2.82 0.73 0.54
H 0.99 -2.06 -0.66
H 2.59 -0.82 1.54
H 3.30 -1.61 0.25
*
```

How positive or negative is each atom? The Löwdin charges in e answer that: atom 1 (H): 0.041, atom 2 (N): 0.087, atom 3 (C): -0.218, atom 4 (C): -0.298, atom 5 (C): -0.069, atom 6 (C): 0.002, atom 7 (C): -0.207, atom 8 (N): 0.039, atom 9 (H): 0.110, atom 10 (H): 0.082, atom 11 (H): 0.078, atom 12 (H): 0.069, atom 13 (H): 0.119, atom 14 (H): 0.084, atom 15 (H): 0.082



Entry 4:
# C2H5NS2

An isolated molecule of C2H5NS2 in a non-equilibrium geometry (ωB97M-V/def2-TZVPD, the OMol25 dataset).

Results
- HOMO-LUMO gap (alpha / beta) (hartree) = 0.2277 / 0.3211

```
! wB97M-V def2-TZVPD RIJCOSX def2/J DEFGRID3
* xyz 0 1
C -0.30 -0.30 -0.16
C 0.21 -1.16 0.93
N 0.06 2.05 -1.17
S 0.85 0.79 -0.85
S -1.99 0.35 0.19
H -0.79 -0.63 -1.14
H -0.14 -2.12 1.22
H 0.21 -0.52 1.81
H 1.29 -1.29 0.68
H 0.60 2.85 -1.51
*
```

How positive or negative is each atom? The Löwdin charges in e answer that: atom 1 (C): -1.100, atom 2 (C): -0.207, atom 3 (N): -0.407, atom 4 (S): 0.835, atom 5 (S): 0.609, atom 6 (H): 0.050, atom 7 (H): 0.073, atom 8 (H): 0.074, atom 9 (H): 0.066, atom 10 (H): 0.006



Entry 5:
# CH3IN2

A structure of composition CH3IN2 in a non-equilibrium geometry (ωB97M-V/def2-TZVPD, the OMol25 dataset).

Results
- HOMO-LUMO gap (hartree) = 0.3240

```
! wB97M-V def2-TZVPD RIJCOSX def2/J DEFGRID3
* xyz 0 1
C -0.83 0.35 -0.29
N 0.04 -0.34 0.56
N 1.21 -0.71 0.03
I 2.56 -0.94 1.46
H -0.83 -0.16 -1.32
H -0.28 1.27 -0.59
H -1.87 0.52 0.14
*
```

How positive or negative is each atom? The Löwdin charges in e answer that: atom 1 (C): -0.183, atom 2 (N): -0.236, atom 3 (N): -0.568, atom 4 (I): 0.706, atom 5 (H): 0.096, atom 6 (H): 0.086, atom 7 (H): 0.098



Entry 6:
# C22H38O7

An isolated molecule of C22H38O7 in a non-equilibrium geometry (ωB97M-V/def2-TZVPD, the OMol25 dataset).

Results
- HOMO-LUMO gap (hartree) = 0.3540
- SMILES = CCCCCCCCCCCCCCCC(=O)OC[C@H](O)[C@H]1OC(=O)C(O)=C1O

```
! wB97M-V def2-TZVPD RIJCOSX def2/J DEFGRID3
* xyz 0 1
C 4.97 -1.28 2.86
C 3.78 -1.79 3.65
C 2.59 -2.09 2.73
C 1.37 -2.59 3.51
C 0.19 -2.94 2.61
C -0.54 -1.71 2.05
C -1.60 -2.12 1.03
C -2.26 -0.94 0.32
C -3.26 -0.18 1.18
C -3.97 0.91 0.37
C -3.09 2.14 0.10
C -3.37 2.75 -1.27
C -2.69 4.09 -1.51
C -1.16 4.06 -1.51
C -0.56 3.20 -2.63
C -0.47 1.76 -2.25
O -0.26 1.35 -1.13
O -0.59 0.95 -3.31
C -0.47 -0.45 -3.10
C 0.88 -1.01 -3.60
O 0.83 -2.41 -3.65
C 2.10 -0.58 -2.75
O 2.35 0.81 -2.84
C 2.39 1.37 -1.61
O 2.59 2.54 -1.41
C 2.15 0.32 -0.61
O 2.12 0.58 0.71
C 1.95 -0.83 -1.27
O 1.65 -2.07 -0.82
H 5.30 -2.02 2.13
H 5.80 -1.05 3.52
H 4.71 -0.37 2.31
H 4.06 -2.70 4.19
H 3.48 -1.04 4.39
H 2.34 -1.17 2.20
H 2.89 -2.85 2.01
H 1.06 -1.82 4.23
H 1.66 -3.48 4.08
H 0.54 -3.57 1.79
H -0.53 -3.53 3.18
H -1.01 -1.18 2.87
H 0.16 -1.03 1.58
H -2.36 -2.73 1.52
H -1.12 -2.76 0.27
H -2.79 -1.31 -0.56
H -1.48 -0.25 -0.02
H -4.01 -0.88 1.56
H -2.76 0.28 2.04
H -4.88 1.22 0.90
H -4.29 0.48 -0.58
H -2.04 1.86 0.16
H -3.27 2.90 0.87
H -3.05 2.04 -2.04
H -4.45 2.89 -1.39
H -3.01 4.79 -0.74
H -3.03 4.49 -2.47
H -0.80 5.09 -1.63
H -0.79 3.69 -0.56
H -1.11 3.30 -3.56
H 0.47 3.52 -2.81
H -0.60 -0.67 -2.03
H -1.26 -0.93 -3.67
H 1.04 -0.66 -4.62
H 0.83 -2.76 -2.75
H 2.97 -1.11 -3.15
H 2.15 1.54 0.82
H 1.56 -2.05 0.14
*
```

How positive or negative is each atom? The Löwdin charges in e answer that: atom 1 (C): -0.111, atom 2 (C): -0.268, atom 3 (C): -0.238, atom 4 (C): -0.211, atom 5 (C): -0.216, atom 6 (C): -0.211, atom 7 (C): -0.207, atom 8 (C): -0.217, atom 9 (C): -0.208, atom 10 (C): -0.206, atom 11 (C): -0.203, atom 12 (C): -0.205, atom 13 (C): -0.204, atom 14 (C): -0.181, atom 15 (C): -0.071, atom 16 (C): -0.478, atom 17 (O): 0.080, atom 18 (O): 0.036, atom 19 (C): -0.078, atom 20 (C): -0.279, atom 21 (O): 0.011, atom 22 (C): -0.159, atom 23 (O): 0.098, atom 24 (C): -0.432, atom 25 (O): 0.143, atom 26 (C): -0.195, atom 27 (O): 0.088, atom 28 (C): -0.181, atom 29 (O): 0.105, atom 30 (H): 0.071, atom 31 (H): 0.067, atom 32 (H): 0.066, atom 33 (H): 0.108, atom 34 (H): 0.110, atom 35 (H): 0.083, atom 36 (H): 0.119, atom 37 (H): 0.116, atom 38 (H): 0.111, atom 39 (H): 0.108, atom 40 (H): 0.114, atom 41 (H): 0.118, atom 42 (H): 0.094, atom 43 (H): 0.115, atom 44 (H): 0.104, atom 45 (H): 0.116, atom 46 (H): 0.081, atom 47 (H): 0.111, atom 48 (H): 0.112, atom 49 (H): 0.108, atom 50 (H): 0.107, atom 51 (H): 0.084, atom 52 (H): 0.119, atom 53 (H): 0.110, atom 54 (H): 0.116, atom 55 (H): 0.110, atom 56 (H): 0.110, atom 57 (H): 0.113, atom 58 (H): 0.111, atom 59 (H): 0.130, atom 60 (H): 0.130, atom 61 (H): 0.119, atom 62 (H): 0.145, atom 63 (H): 0.166, atom 64 (H): 0.092, atom 65 (H): 0.180, atom 66 (H): 0.129, atom 67 (H): 0.093



Entry 7:
# H16N2O12S2

A cluster of 8 separate species, H16N2O12S2 in total in a non-equilibrium geometry (ωB97M-V/def2-TZVPD, the OMol25 dataset).

Results
- HOMO-LUMO gap (alpha / beta) (hartree) = 0.0893 / 0.0891

```
! wB97M-V def2-TZVPD RIJCOSX def2/J DEFGRID3
* xyz -1 2
N -18.36 -20.64 1.74
H -18.15 -20.05 2.53
H -19.09 -20.25 1.16
H -18.58 -21.58 2.04
H -17.53 -20.62 1.17
N -17.09 -20.42 5.46
H -16.24 -20.01 5.09
H -17.20 -20.07 6.40
H -17.13 -21.43 5.50
H -17.86 -20.00 4.96
S -19.02 -17.73 3.00
O -18.23 -18.82 3.59
O -20.49 -18.01 3.10
O -18.70 -16.56 3.80
O -18.67 -17.36 1.62
S -19.83 -20.19 -1.52
O -20.14 -18.94 -2.22
O -20.87 -20.42 -0.51
O -19.78 -21.25 -2.53
O -18.51 -20.08 -0.87
O -17.55 -22.34 -0.97
H -18.04 -21.52 -0.88
H -16.71 -22.08 -1.34
O -21.81 -20.46 1.85
H -22.12 -21.36 1.89
H -21.28 -20.41 1.06
O -18.61 -22.90 3.21
H -18.05 -23.19 3.93
H -19.43 -23.38 3.32
O -15.78 -19.90 0.82
H -15.13 -20.21 1.46
H -15.26 -19.50 0.13
*
```

How positive or negative is each atom? The Löwdin charges in e answer that: atom 1 (N): 0.278, atom 2 (H): 0.022, atom 3 (H): 0.084, atom 4 (H): 0.072, atom 5 (H): 0.063, atom 6 (N): 0.332, atom 7 (H): 0.152, atom 8 (H): 0.149, atom 9 (H): 0.137, atom 10 (H): 0.084, atom 11 (S): 0.278, atom 12 (O): -0.431, atom 13 (O): -0.196, atom 14 (O): -0.235, atom 15 (O): -0.147, atom 16 (S): 0.207, atom 17 (O): -0.416, atom 18 (O): -0.401, atom 19 (O): -0.407, atom 20 (O): -0.425, atom 21 (O): -0.106, atom 22 (H): -0.102, atom 23 (H): 0.008, atom 24 (O): -0.097, atom 25 (H): 0.007, atom 26 (H): -0.069, atom 27 (O): -0.019, atom 28 (H): 0.037, atom 29 (H): 0.071, atom 30 (O): -0.025, atom 31 (H): 0.034, atom 32 (H): 0.061



Entry 8:
# C3H3Cl9F2V

A structure of composition C3H3Cl9F2V in a non-equilibrium geometry (ωB97M-V/def2-TZVPD, the OMol25 dataset).

Results
- HOMO-LUMO gap (alpha / beta) (hartree) = 0.3157 / 0.3895

```
! wB97M-V def2-TZVPD RIJCOSX def2/J DEFGRID3
* xyz 0 4
V -28.43 -2.08 9.26
F -29.43 -2.94 10.77
F -27.98 -1.01 7.61
C -25.07 -4.95 9.33
Cl -26.32 -6.16 9.26
Cl -23.96 -5.24 10.70
Cl -25.79 -3.32 9.46
H -24.44 -4.99 8.45
C -32.82 -1.33 8.48
Cl -31.07 -1.31 8.36
Cl -33.42 0.16 9.30
Cl -33.38 -2.76 9.34
H -33.27 -1.30 7.50
C -28.69 -4.18 5.82
Cl -29.45 -4.06 7.42
Cl -26.94 -3.91 5.91
Cl -29.44 -3.00 4.73
H -28.86 -5.19 5.46
*
```

How positive or negative is each atom? The Löwdin charges in e answer that: atom 1 (V): 0.759, atom 2 (F): -0.609, atom 3 (F): -0.615, atom 4 (C): -1.510, atom 5 (Cl): 0.570, atom 6 (Cl): 0.526, atom 7 (Cl): 0.540, atom 8 (H): 0.016, atom 9 (C): -1.494, atom 10 (Cl): 0.555, atom 11 (Cl): 0.507, atom 12 (Cl): 0.549, atom 13 (H): 0.014, atom 14 (C): -1.464, atom 15 (Cl): 0.550, atom 16 (Cl): 0.534, atom 17 (Cl): 0.554, atom 18 (H): 0.018